Record 1
{
  "formula": "C4H8O2",
  "method": "ωB97M-V with the def2-TZVPD basis set",
  "total_energy_ev": -8370.3557,
  "e_homo_ha": -0.34724,
  "e_above_lowest_ev": 2.926,
  "smiles": "CO/C=C\\C=O.[H][H]",
  "symbols": ["C", "O", "C", "C", "C", "O", "H", "H", "H", "H", "H", "H", "H", "H"],
  "xyz": [[1.990, 0.407, -0.371], [0.583, 0.422, -0.368], [-0.009, 0.302, 0.826], [-1.342, 0.309, 0.984], [-2.291, 0.333, -0.130], [-3.496, 0.384, 0.015], [2.354, 0.500, -1.393], [2.388, -0.527, 0.033], [2.431, 1.231, 0.196], [0.675, 0.239, 1.673], [-1.749, 0.324, 1.988], [-1.837, 0.287, -1.140], [0.309, -2.404, -1.327], [-0.007, -1.807, -0.987]],
  "atomic_forces_ev_per_a": [[0.9746, -0.1060, 0.0577], [-0.2270, 0.0707, -0.3251], [-0.2028, 0.2701, 0.2410], [0.1841, 0.0227, 0.0993], [-0.1943, 0.0518, -0.0139], [0.4555, -0.0193, -0.0725], [-0.3405, -0.0254, -0.0538], [-0.1333, -0.0848, 0.0282], [-0.2899, 0.0672, 0.0917], [-0.1351, 0.0309, -0.0036], [0.0519, -0.1752, -0.0758], [-0.1368, 0.0223, 0.0778], [-0.2201, 0.3236, 0.2156], [0.2136, -0.4488, -0.2666]]
}

***

Record 2
{
  "formula": "C5H8N2O",
  "method": "ωB97M-V with the def2-TZVPD basis set",
  "total_energy_ev": -10335.9325,
  "e_homo_ha": -0.34144,
  "e_above_lowest_ev": 6.794,
  "smiles": "C#C[C@H](C)/N=C\\NO",
  "symbols": ["C", "C", "C", "C", "N", "C", "N", "O", "H", "H", "H", "H", "H", "H", "H", "H"],
  "xyz": [[1.342, -1.537, -1.155], [1.121, -0.468, -0.782], [0.534, 0.764, -0.640], [1.442, 1.734, 0.275], [-0.944, 0.846, -0.618], [-1.648, 0.031, 0.041], [-1.363, -1.056, 0.855], [-2.414, -1.937, 1.222], [1.831, -2.471, -1.384], [0.685, 1.126, -1.725], [1.437, 2.858, -0.264], [0.797, 1.599, 1.277], [2.576, 1.529, 0.140], [-2.679, 0.147, 0.059], [-0.430, -1.559, 0.611], [-2.286, -1.606, 2.089]],
  "atomic_forces_ev_per_a": [[2.6733, -6.4141, -1.5226], [-1.2539, 1.7812, 1.4473], [0.3723, 4.4506, -2.7340], [-1.8506, 1.6724, -1.2803], [1.2557, 0.4305, 1.1992], [0.2488, -1.2848, 0.5635], [4.2773, -0.3848, -1.9373], [0.8068, 0.8979, -1.1083], [-0.5622, 0.3468, -0.0188], [0.1029, 0.0154, 1.4208], [-0.6942, -2.7824, 2.0452], [2.5492, 1.0336, -1.5781], [-2.1430, -0.4545, 1.0392], [-2.1328, 0.5735, -0.3472], [-2.3116, 0.8436, 0.5923], [-1.3379, -0.7249, 2.2191]]
}

***

Record 3
{
  "formula": "C2H7N2OP",
  "method": "ωB97M-V with the def2-TZVPD basis set",
  "total_energy_ev": -16500.1576,
  "e_homo_ha": [-0.26156, -0.26464],
  "e_above_lowest_ev": 5.018,
  "symbols": ["C", "C", "N", "N", "O", "P", "H", "H", "H", "H", "H", "H", "H"],
  "xyz": [[-1.931, 0.162, -0.360], [1.412, 0.585, 0.704], [-0.770, 0.354, 0.437], [0.298, 0.813, -0.150], [1.929, -2.062, -0.969], [1.381, -1.256, -2.084], [-2.020, -0.911, -0.625], [-2.994, 0.198, 0.041], [-1.866, 0.748, -1.241], [2.008, -0.292, 0.328], [2.145, 1.405, 0.713], [1.120, 0.365, 1.767], [-0.710, -0.110, 1.440]],
  "atomic_forces_ev_per_a": [[-2.2236, -2.3856, 0.1216], [1.7853, -0.6249, 0.7099], [-1.4741, -0.9035, 3.2893], [0.7667, -0.1148, -0.3037], [-0.0552, -0.0148, -0.1908], [-0.1734, 0.1183, 0.1331], [0.6551, 0.1838, -0.5961], [1.5163, 1.1455, 0.5664], [0.0943, 0.5212, -0.7172], [-0.5493, 0.5807, 0.5984], [-0.4865, 0.0714, -0.0729], [0.2530, 0.2273, -0.7389], [-0.1087, 1.1955, -2.7991]]
}